Record 1
The following is a quantum chemistry calculation of 3 unconnected molecules or ions with the total composition C3H15N2O2 in a non-equilibrium geometry, from OMol25.

XYZ file:
```
22
Properties=species:S:1:pos:R:3:forces:R:3
C -1.52362 1.35803 -0.51876 1.0 -0.5 0.9
C -1.30931 0.02410 -1.26233 -1.5 -0.1 -0.5
C -0.02145 -0.24362 -2.02402 1.2 0.1 0.8
N 1.17011 0.15648 -1.23101 0.6 0.1 0.6
N -0.42716 2.30830 -0.91455 0.8 0.0 0.6
H -1.38733 1.18385 0.55167 0.2 0.1 -0.1
H -2.52487 1.77752 -0.58544 0.2 0.2 -0.6
H -2.09239 0.00169 -2.03642 0.1 -0.4 0.3
H -1.53058 -0.75511 -0.52948 0.1 -0.1 -0.2
H 0.08244 -1.29753 -2.28268 -0.6 0.0 -0.2
H -0.03708 0.34062 -2.94304 0.2 -0.1 -0.1
H 2.06555 -0.03794 -1.67606 -0.4 0.3 -0.6
H 1.29374 -0.38819 -0.37580 -0.7 0.0 0.0
H -0.33720 2.39289 -1.92475 -0.2 0.4 0.0
H -0.41581 3.21770 -0.45431 -0.5 0.1 -0.2
H 0.48521 1.84469 -0.63072 -0.5 -0.3 -0.6
H 0.31318 -3.59317 3.05746 -0.7 0.2 0.2
H 1.74508 -3.59500 2.80624 0.4 0.5 0.1
O 1.04688 -2.97580 3.05743 0.2 -1.2 -0.3
H 1.66575 -0.07747 3.58711 -0.1 0.2 0.0
H 0.88237 -1.31020 3.19901 -0.1 0.6 -0.2
O 0.85649 -0.33185 3.13047 0.2 -0.2 0.0
```
Positions in Å, forces in eV/Å.

## Properties
ΔE to the lowest compared entry with this formula, charge and spin = 0.802 eV
Multiplicity = 1
Charge = +1
Strongest force on any atom = 1.6 eV Å⁻¹

***

Record 2
The following is a quantum chemistry calculation of 4 unconnected molecules or ions with the total composition C3H15N2O3 in a non-equilibrium geometry, from OMol25.

XYZ file:
```
23
Properties=species:S:1:pos:R:3:forces:R:3
C 0.87600 2.01003 1.20311 0.8 -0.2 0.1
C -0.25709 1.19577 1.79640 -2.1 -0.4 0.4
N -0.81509 0.23558 0.87571 1.4 -0.3 0.1
C -2.07928 0.00689 0.40696 -1.5 -0.1 0.5
N -2.24887 -0.90984 -0.62983 0.0 0.7 -0.3
H 1.80635 2.04662 1.76848 -0.3 0.3 0.7
H 1.23825 1.73129 0.21576 -0.6 -0.5 0.4
H 0.42271 2.96494 1.06075 0.5 1.1 -0.1
H -0.11877 0.74323 2.78943 0.9 -0.2 -0.2
H -1.09075 1.85971 2.06360 0.1 0.3 -0.3
H -0.09568 -0.27565 0.41997 0.3 -0.4 -0.5
H -2.90376 0.68063 0.59396 0.3 0.3 0.1
H -1.46815 -1.39459 -1.01966 0.2 -0.3 0.1
H -3.15395 -1.30051 -0.79088 0.0 -0.1 0.1
H 2.88760 -1.30217 -0.50165 0.0 0.0 0.0
H 2.52466 -1.94242 -1.83721 0.1 -0.2 -0.3
O 2.14010 -1.53226 -1.06399 0.3 0.4 0.4
H -0.04699 1.52106 -2.37040 0.1 -0.1 -0.2
H 1.40222 1.32154 -1.84332 -0.2 -0.1 -0.3
O 0.51269 1.59042 -1.59426 0.0 0.1 -0.3
H -0.17121 -3.70668 -0.23425 -0.6 -0.9 0.4
H 0.76224 -2.60400 -0.52369 -0.6 0.2 -0.6
O -0.12324 -2.93960 -0.78500 1.1 0.4 0.1
```
Positions in Å, forces in eV/Å.

## Properties
ΔE to the lowest compared entry with this formula, charge and spin = 0.870 eV
Multiplicity = 2
Strongest force on any atom = 2.2 eV Å⁻¹

***

Record 3
The following is a quantum chemistry calculation of 5 unconnected molecules or ions with the total composition C3H15NO4 in a non-equilibrium geometry, from OMol25.

XYZ file:
```
23
Properties=species:S:1:pos:R:3:forces:R:3
C -0.18018 -1.78264 3.86315 -0.1 -2.8 2.6
C -1.42455 -1.16872 3.16135 6.2 1.4 -2.8
C -1.01952 -0.51973 1.99438 0.2 -1.8 0.5
N -1.85849 0.17002 1.10163 -1.6 1.7 1.8
H -0.42609 -2.66963 4.60597 -0.2 1.8 -1.1
H 0.55963 -2.36064 3.29626 -0.6 0.4 -1.1
H 0.53995 -1.20840 4.47910 -1.0 0.7 -0.2
H -2.24893 -0.87194 3.70302 -2.0 0.1 0.9
H 0.08224 -0.61533 1.54037 -2.6 -0.1 1.3
H -2.05328 -0.39854 0.32681 -0.1 -0.8 -1.6
H -2.81587 0.44323 1.48708 1.9 -0.6 -0.4
H -1.54250 -0.09270 -3.74288 -1.9 2.7 1.3
H -1.51617 0.73223 -2.47889 0.1 0.2 0.2
O -2.08288 0.69321 -3.26343 1.4 -3.0 -2.0
H 2.42857 2.88093 -0.84006 0.0 -0.6 0.2
H 1.70083 2.13845 -2.02350 0.5 -0.7 0.1
O 2.03033 2.98059 -1.70694 0.0 1.4 -0.4
H 0.13852 1.51887 -1.92457 0.2 2.5 -0.4
H -0.49236 0.75385 -0.62894 0.3 1.0 -0.1
O -0.07365 0.72271 -1.50532 -0.6 -3.5 1.0
H 3.18308 0.26036 -3.58959 1.6 -1.6 0.7
H 3.29148 -1.01077 -4.29097 0.3 -0.6 0.0
O 3.77984 -0.59542 -3.56407 -1.9 2.2 -0.7
```
Positions in Å, forces in eV/Å.

## Properties
ΔE to the lowest compared entry with this formula, charge and spin = 2.639 eV
Multiplicity = 2
Charge = -1
Strongest force on any atom = 6.9 eV Å⁻¹

***

Record 4
The following is a quantum chemistry calculation of 4 unconnected molecules or ions with the total composition C3H15NO4 in a non-equilibrium geometry, from OMol25.

XYZ file:
```
23
Properties=species:S:1:pos:R:3:forces:R:3
C -1.69623 1.90156 -0.65068 -0.6 0.0 -0.9
C -0.33543 1.57410 -1.27273 -1.0 -1.3 -1.7
N 0.41423 0.53085 -0.54341 0.9 0.8 0.1
C 1.35416 -0.23796 -1.36175 0.0 -0.9 -0.3
O 0.61882 -1.10701 -2.27880 0.6 0.4 0.5
H -2.20281 2.71665 -1.20440 0.9 0.6 0.7
H -1.66409 2.04924 0.44277 -0.4 0.0 -0.5
H -2.44234 1.18286 -1.02806 0.4 -0.8 1.2
H -0.66475 1.08397 -2.29415 1.2 1.5 1.3
H 0.28543 2.48721 -1.35229 -0.2 -0.6 -0.3
H -0.21979 -0.14186 -0.12922 -0.2 0.0 -0.2
H 2.04610 -0.81717 -0.69843 -1.0 0.0 -0.2
H 2.13058 0.34006 -1.95734 -1.7 -0.1 0.4
H 0.02565 -1.70645 -1.76157 0.9 0.7 0.0
O -0.05778 -1.60080 2.44243 -1.1 -1.4 -1.5
H 0.05327 -1.82089 3.33805 0.1 -0.6 1.7
H 0.33616 -0.74388 2.36334 0.4 1.3 0.3
O -0.52403 -2.34716 -0.00180 -0.3 -0.5 -2.9
H -0.20391 -2.08006 0.83831 -0.1 -0.2 2.0
H -1.37599 -2.78839 0.00996 0.1 0.1 0.7
O 1.24259 0.50597 2.68044 -0.7 1.1 0.9
H 0.86259 1.02262 1.94918 1.0 -0.3 -0.3
H 2.01756 -0.00348 2.47015 0.5 0.3 -0.8
```
Positions in Å, forces in eV/Å.

## Properties
ΔE to the lowest compared entry with this formula, charge and spin = 1.571 eV
Multiplicity = 1
SMILES string = CCNCO.O.O.O
Strongest force on any atom = 3.0 eV Å⁻¹

***

Record 5
The following is a quantum chemistry calculation of 5 unconnected molecules or ions with the total composition C3H15NO4 in a non-equilibrium geometry, from OMol25.

XYZ file:
```
23
Properties=species:S:1:pos:R:3:forces:R:3
C 0.60385 2.78013 -1.90321 -0.7 -2.6 0.9
N 0.46329 1.59630 -1.40906 -0.8 2.0 -0.7
C -0.93073 1.05524 -1.31046 1.9 0.7 0.8
C -1.03257 -0.10001 -2.33752 0.1 3.8 1.1
H -0.23986 3.30706 -2.33172 -0.2 0.4 0.0
H 1.57042 3.22610 -1.88170 0.7 0.3 -0.2
H -1.00382 0.95084 -0.18935 -0.5 -0.9 -1.1
H -1.63568 1.80432 -1.59178 -0.7 0.8 -0.2
H -0.78072 0.52411 -3.22458 -0.1 -1.4 0.0
H -0.30630 -0.77825 -2.00604 0.6 -1.6 -0.3
H -2.06482 -0.31396 -2.30116 -1.0 -1.3 -0.4
O -0.27514 0.44332 3.09358 0.5 -0.3 -1.1
H -0.45108 -0.48533 2.82628 -0.2 0.4 0.1
H -0.60930 0.53180 3.97092 -0.3 0.1 0.9
O 0.70295 -2.65280 0.25162 1.9 0.8 -3.9
H 0.85039 -2.98326 -0.71244 -0.7 0.1 2.6
H 1.21266 -1.77616 0.07359 -0.9 -1.0 1.2
O -1.06011 -1.92490 2.10948 -3.3 0.4 -0.6
H -1.92969 -1.95411 1.56797 2.3 0.2 1.4
H -0.49114 -2.53109 1.65881 0.8 -0.7 -0.8
O 1.68301 -0.03359 0.33877 1.7 -1.9 0.9
H 1.29460 -0.17815 1.20033 -0.4 0.5 0.4
H 1.09236 0.41363 -0.23621 -0.9 1.3 -0.9
```
Positions in Å, forces in eV/Å.

## Properties
ΔE to the lowest compared entry with this formula, charge and spin = 1.977 eV
Multiplicity = 1
SMILES string = C=NCC.O.O.O.O
Strongest force on any atom = 4.4 eV Å⁻¹

***

Record 6
The following is a quantum chemistry calculation of 4 unconnected molecules or ions with the total composition C3H15NO4 in a non-equilibrium geometry, from OMol25.

XYZ file:
```
23
Properties=species:S:1:pos:R:3:forces:R:3
C -1.20370 -0.49694 -0.81817 -2.7 -1.5 -0.9
C -0.29585 0.17333 0.13987 0.7 -0.5 2.1
O 0.18106 1.43209 -0.24408 1.2 0.7 0.6
C 0.91592 -0.68857 0.58757 1.7 0.1 -2.2
N 1.83428 -0.00301 1.47845 -0.7 0.3 0.4
H -1.22829 -1.60240 -0.78782 0.8 0.3 0.1
H -2.29759 -0.36019 -0.63862 0.7 0.7 0.3
H -1.14707 -0.24801 -1.87894 0.8 0.2 0.1
H -0.76866 0.31602 1.11837 -0.8 0.3 -0.2
H -0.14975 1.85705 -1.02000 -0.8 -0.5 -0.8
H 0.68868 -1.74602 0.80974 -0.5 0.5 0.4
H 1.53831 -0.75453 -0.32274 -0.3 -0.3 -0.1
H 2.79595 -0.28679 1.41298 -0.1 -0.4 0.1
H 1.54910 0.10562 2.44001 0.0 -0.2 0.0
O -1.38382 4.54268 -2.15166 0.0 0.1 0.0
H -1.38729 4.15453 -3.03123 0.0 -0.1 0.0
H -1.11342 3.84766 -1.54536 0.0 0.1 0.0
O -2.45796 -5.75902 1.75371 -0.4 -0.3 0.0
H -1.71292 -5.20040 1.94737 0.5 0.3 0.2
H -2.77082 -5.46261 0.89849 -0.1 0.0 -0.2
O 3.04222 2.36060 -0.14033 0.2 0.2 -0.4
H 2.11271 2.24271 -0.38028 0.1 -0.2 0.4
H 3.25889 1.57622 0.37268 -0.3 0.1 0.0
```
Positions in Å, forces in eV/Å.

## Properties
ΔE to the lowest compared entry with this formula, charge and spin = 1.751 eV
Multiplicity = 1
SMILES string = C[C@H](O)CN.O.O.O
Strongest force on any atom = 3.2 eV Å⁻¹

***

Record 7
The following is a quantum chemistry calculation of 5 unconnected molecules or ions with the total composition C3H16N2O3 in a non-equilibrium geometry, from OMol25.

XYZ file:
```
24
Properties=species:S:1:pos:R:3:forces:R:3
C 0.74620 -0.53532 -1.80329 0.5 0.6 -0.1
C 0.53766 0.87512 -1.28494 2.9 -0.5 -0.9
N 1.33534 1.20454 -0.17792 -3.2 -1.8 1.4
C 0.45893 1.58602 1.00196 0.9 1.2 0.3
N -0.49061 -1.62457 2.15503 -0.5 1.0 0.9
H 0.74587 -1.21680 -0.95058 0.1 0.0 -0.2
H -0.05652 -0.80543 -2.49325 0.2 0.1 0.0
H 1.73065 -0.59697 -2.31314 -0.5 -0.1 0.1
H -0.59797 1.08295 -0.99216 -1.8 1.0 -1.0
H 0.70403 1.67634 -2.06587 -1.2 -0.2 0.5
H 1.82186 0.35871 0.25419 0.9 -0.7 -0.1
H 0.79954 0.94394 1.82993 0.1 0.5 -0.2
H 0.53790 2.65624 1.19711 0.1 -0.1 0.3
H -0.58973 1.34756 0.85494 0.0 -0.1 -0.4
H 0.49332 -1.41263 1.84078 -0.5 -0.7 -0.6
H -2.10118 -0.29472 -1.23298 -0.3 0.2 0.4
H -2.00054 -1.21855 0.05211 0.1 0.4 0.3
O -2.02343 1.47218 -1.68094 1.4 -0.5 0.3
H -2.61433 2.06225 -1.18917 0.3 -0.1 0.4
H -1.13922 -2.28901 1.77368 0.6 -0.4 -0.6
O -2.18598 -1.19344 -0.88489 -0.1 -0.8 -0.5
H -0.55818 -1.71229 3.15629 0.1 0.1 0.2
H 2.54460 -1.27961 1.82314 0.2 0.3 -0.3
O 1.90181 -1.08651 1.12997 -0.3 0.5 -0.2
```
Positions in Å, forces in eV/Å.

## Properties
ΔE to the lowest compared entry with this formula, charge and spin = 8.552 eV
Multiplicity = 1
Strongest force on any atom = 3.9 eV Å⁻¹

***

Record 8
The following is a quantum chemistry calculation of 4 unconnected molecules or ions with the total composition C3H16NO3 in a non-equilibrium geometry, from OMol25.

XYZ file:
```
23
Properties=species:S:1:pos:R:3:forces:R:3
C -1.25852 1.07679 -2.25902 0.3 -0.2 -1.5
C -1.59850 0.65484 -0.86453 0.5 0.6 0.9
N -0.65759 -0.41795 -0.34324 -0.5 0.9 0.8
C -1.32591 -1.71787 -0.04934 1.4 -0.8 0.3
H -0.18783 1.10839 -2.47901 0.1 -0.1 0.5
H -1.66483 0.37316 -2.98599 -0.1 -0.1 0.0
H -1.59567 2.05329 -2.60295 -0.4 0.1 0.6
H -1.49847 1.46415 -0.14153 0.0 0.2 -0.2
H -2.61568 0.29982 -0.73462 0.0 -0.2 -0.2
H -0.23955 -0.06899 0.55178 -0.2 -0.7 -0.4
H 0.20286 -0.48410 -0.89598 -0.2 -0.1 -0.4
H -0.63531 -2.51787 -0.32334 -0.3 0.0 -0.6
H -2.28101 -1.79284 -0.54678 0.0 -0.1 0.0
H -1.35535 -1.88213 1.02440 -0.6 0.5 0.1
H 1.68466 -1.14926 1.68098 -0.1 0.4 0.4
H 0.88032 -0.17025 2.64045 0.8 -0.3 -0.3
O 0.82080 -0.75468 1.86681 -0.6 -0.2 -0.2
H 2.44096 -0.51327 -1.97434 0.2 0.3 0.1
H 2.62292 0.73754 -1.04543 0.2 -0.1 -0.2
O 2.04798 -0.00312 -1.25647 -0.4 -0.3 0.0
H 1.85117 1.84058 3.10077 0.2 0.0 0.4
H 2.07439 0.84877 4.28496 0.2 0.4 -0.3
O 2.28816 1.01498 3.35241 -0.4 -0.1 0.2
```
Positions in Å, forces in eV/Å.

## Properties
ΔE to the lowest compared entry with this formula, charge and spin = 0.685 eV
Multiplicity = 1
Charge = +1
Strongest force on any atom = 1.7 eV Å⁻¹

***

Record 9
The following is a quantum chemistry calculation of 5 unconnected molecules or ions with the total composition C3H16NO3S in a non-equilibrium geometry, from OMol25.

XYZ file:
```
24
Properties=species:S:1:pos:R:3:forces:R:3
C 0.40578 1.82773 0.39161 0.9 0.1 -1.9
C -0.38679 1.09257 -0.72219 -0.2 -0.4 0.6
C 0.40202 1.01736 -2.01860 0.2 0.1 0.0
S 0.09485 -1.30334 2.06050 -0.1 0.5 0.1
N 1.63831 1.17716 0.65431 -1.2 0.6 2.3
H 0.60370 2.85893 0.08590 0.1 0.1 0.4
H -0.26542 1.86913 1.28974 -0.3 -0.2 0.2
H -1.34412 1.58877 -0.85679 0.0 0.1 0.1
H -0.61351 0.09532 -0.35152 -0.1 -0.1 -0.2
H -0.17326 0.45087 -2.74504 -0.1 0.0 0.0
H 1.34903 0.49480 -1.86741 0.0 0.0 0.0
H 0.13441 -2.14598 3.11246 0.2 0.1 0.1
H 2.29787 1.73868 1.20222 0.2 0.1 -0.6
H 1.55199 0.26231 1.11081 0.2 -0.9 -0.6
H 0.61776 2.00649 -2.41915 0.0 0.1 -0.1
H -1.58521 0.15134 2.03856 -0.3 -0.1 0.3
H -2.87994 0.99345 2.31562 0.1 0.0 0.1
O -2.05854 0.95976 1.81226 0.2 0.3 -0.3
H 1.70868 -3.45035 -0.36216 0.0 0.0 0.2
H 0.85781 -2.40275 0.46419 0.4 -0.4 0.1
O 1.07177 -2.73176 -0.41283 0.1 0.1 -0.6
H -0.41997 -2.31116 -1.28812 0.0 0.0 -0.3
H -1.84314 -2.44303 -1.85131 -0.1 0.0 -0.1
O -1.16408 -1.79630 -1.64308 -0.1 0.0 0.2
```
Positions in Å, forces in eV/Å.

## Properties
ΔE to the lowest compared entry with this formula, charge and spin = 6.630 eV
Multiplicity = 1
Charge = +1
Strongest force on any atom = 2.7 eV Å⁻¹

***

Record 10
The following is a quantum chemistry calculation of 5 unconnected molecules or ions with the total composition C3H16NO4 in a non-equilibrium geometry, from OMol25.

XYZ file:
```
24
Properties=species:S:1:pos:R:3:forces:R:3
C -0.94489 -2.12896 0.72958 2.6 -2.4 -2.4
C -0.63365 -0.75262 1.17873 -1.5 -2.2 -2.3
C -0.96870 -0.35693 2.36706 0.0 4.4 0.0
N -0.07219 0.08375 0.04101 0.3 2.6 4.4
H -1.06549 -2.23817 -0.39739 -0.8 0.4 1.3
H 0.07906 -2.61642 0.72253 -0.7 0.1 0.3
H -1.53547 -2.88725 1.30054 0.0 1.5 -0.3
H -0.77089 0.76693 2.52784 -0.5 -1.9 0.6
H -1.71317 -0.91885 2.92196 0.7 0.0 0.4
H 0.76301 -0.17991 -0.42488 2.3 -1.4 -0.3
H 0.16505 1.02246 0.49541 -0.4 -1.2 -0.9
H -0.63852 0.28582 -0.73801 -2.3 0.1 -1.0
H -1.79195 3.83931 3.25083 0.1 -0.1 -0.4
H -1.41579 2.64027 4.09820 0.2 0.6 -2.6
O -1.40003 2.96225 3.11712 -0.3 -0.5 3.0
H 3.07844 -0.21058 -0.79812 1.0 0.3 0.7
H 2.47630 -0.50135 -2.08094 0.8 0.2 -4.3
O 2.33959 -0.63242 -1.20154 -2.1 -0.5 4.0
H -2.73279 1.83134 -1.37398 0.6 -1.0 -1.1
H -2.97906 1.38276 -2.74818 -3.5 0.7 -4.3
O -2.40248 1.22914 -2.09821 3.1 0.2 5.6
H 4.63402 -0.38760 -3.43116 -0.1 -0.3 0.0
H 3.58409 -1.17528 -4.14886 -0.9 -0.5 -2.3
O 3.94550 -1.05769 -3.30952 1.1 0.8 2.0
```
Positions in Å, forces in eV/Å.

## Properties
ΔE to the lowest compared entry with this formula, charge and spin = 2.398 eV
Multiplicity = 1
Charge = +1
Strongest force on any atom = 6.4 eV Å⁻¹